No. 1
Here is C32H36N9O5Sc as an isolated structure in a non-equilibrium geometry from the Open Molecules 2025 dataset. Energies are from wB97M-V/def2-TZVPD.

- relative energy (zero: lowest compared OMol25 entry of this formula, charge and spin) (kJ/mol) = 78.7
- HOMO energy (eV) = -7.116
- F_max (eV Å⁻¹) = 1.47
- frontier orbital gap (eV) = 7.582

Structure (XYZ):
```
83
C32H36N9O5Sc wB97M-V/def2-TZVPD
Sc -0.288 -0.262 0.224
O -1.103 1.371 1.186
C -2.162 2.115 1.291
C -2.420 2.839 2.477
C -3.472 3.719 2.571
C -4.333 3.919 1.495
C -4.142 3.195 0.338
C -3.080 2.294 0.209
C -2.905 1.543 -0.998
N -1.921 0.728 -1.178
N -1.925 0.073 -2.382
C -0.919 -0.761 -2.492
O 0.035 -0.867 -1.652
C -0.939 -1.623 -3.691
C -1.614 -1.232 -4.843
C -1.631 -2.065 -5.946
C -0.990 -3.294 -5.894
C -0.322 -3.690 -4.746
C -0.290 -2.853 -3.647
H -1.755 2.681 3.316
H -3.631 4.266 3.490
H -5.144 4.629 1.574
H -4.823 3.324 -0.493
H -3.636 1.683 -1.800
H -2.110 -0.274 -4.849
H -2.140 -1.763 -6.851
H -1.018 -3.950 -6.752
H 0.172 -4.652 -4.716
H 0.226 -3.128 -2.737
C 2.585 -3.493 1.086
C 1.228 -2.840 0.892
O 1.228 -1.641 0.568
C 0.045 -3.617 1.122
C 0.133 -4.931 1.624
C -0.973 -5.676 1.924
C -2.244 -5.123 1.723
C -2.381 -3.860 1.225
C -1.258 -3.036 0.903
O -1.456 -1.859 0.452
H 3.346 -2.758 0.848
H 2.702 -4.348 0.426
H 2.711 -3.811 2.118
H 1.103 -5.365 1.809
H -0.868 -6.672 2.328
H -3.117 -5.711 1.975
H -3.359 -3.424 1.077
C 2.517 2.415 -4.163
C 2.599 1.731 -2.849
C 3.650 1.089 -2.227
C 3.162 0.698 -0.972
N 1.886 1.062 -0.842
N 1.565 1.674 -1.994
C 3.960 0.068 0.115
H 3.461 2.306 -4.689
H 2.310 3.478 -4.036
H 1.721 1.986 -4.769
H 4.640 0.925 -2.603
H 0.675 2.166 -2.048
H 4.630 0.812 0.552
H 4.572 -0.735 -0.294
H 3.293 -0.318 0.878
N 0.463 4.481 -0.294
N -0.293 3.461 -0.958
H -0.089 4.952 0.426
H 0.719 5.178 -0.990
H -1.213 3.790 -1.256
H -0.444 2.704 -0.285
C -0.166 -0.560 5.270
N 0.519 0.333 4.368
C 1.109 1.477 4.757
C 1.676 2.312 3.852
C 1.670 1.895 2.485
N 1.150 0.732 2.130
C 0.459 -0.004 3.010
O -0.222 -0.963 2.679
N 2.234 2.629 1.522
H 0.139 -0.359 6.294
H 0.078 -1.586 4.989
H -1.247 -0.451 5.162
H 1.106 1.688 5.816
H 2.132 3.240 4.145
H 2.364 3.618 1.639
H 2.070 2.274 0.578
```

***

No. 2
Here is C32H37BaBrIN5O2PS3 as an isolated structure in a non-equilibrium geometry from the Open Molecules 2025 dataset. Energies are from wB97M-V/def2-TZVPD.

- relative energy (zero: lowest compared OMol25 entry of this formula, charge and spin) (kJ/mol) = 137.5
- net charge = -2
- HOMO energy (spin up / spin down) (eV) = 1.619 / -2.900
- F_max (eV Å⁻¹) = 3.88
- frontier orbital gap (spin up / spin down) (eV) = 2.167 / 6.686
- 2S+1 = 2

Structure (XYZ):
```
83
C32H37BaBrIN5O2PS3 wB97M-V/def2-TZVPD
Ba -0.091 0.658 -0.832
C -3.795 -1.061 4.089
C -3.018 0.203 4.444
N -2.893 1.098 3.314
C -1.954 0.870 2.328
S -1.344 2.315 1.601
N -1.676 -0.364 2.056
N -0.677 -0.642 1.196
C -0.578 -1.894 0.792
C -1.662 -2.899 1.084
C 0.617 -2.269 0.122
C 0.976 -3.615 -0.121
C 2.223 -3.913 -0.602
C 3.122 -2.871 -0.858
C 2.671 -1.581 -0.672
N 1.477 -1.265 -0.209
H -3.834 -1.732 4.946
H -3.288 -1.550 3.265
H -4.806 -0.813 3.780
H -2.022 -0.088 4.813
H -3.538 0.740 5.244
H -2.974 2.083 3.519
H -2.611 -2.370 1.172
H -1.472 -3.416 2.029
H -1.741 -3.631 0.283
H 0.274 -4.405 0.096
H 2.515 -4.941 -0.778
H 4.118 -3.070 -1.226
H 3.312 -0.744 -0.916
N 2.334 2.199 1.619
C 2.536 3.483 1.156
C 2.324 4.562 2.019
C 2.641 5.854 1.651
C 3.196 6.099 0.406
C 3.427 5.036 -0.449
C 3.095 3.730 -0.111
C 3.358 2.680 -1.117
C 4.644 2.669 -1.662
C 4.974 1.819 -2.698
C 3.996 0.983 -3.202
C 2.730 0.995 -2.638
C 2.339 1.816 -1.574
H 1.532 2.098 2.229
H 2.336 1.499 0.884
H 1.904 4.366 2.998
H 2.467 6.674 2.339
H 3.438 7.108 0.095
H 3.874 5.218 -1.417
H 5.406 3.327 -1.253
H 5.974 1.810 -3.114
H 4.213 0.299 -4.015
H 2.019 0.291 -3.047
C -1.547 -2.352 -7.696
C -1.959 -2.343 -6.230
O -0.833 -2.618 -5.427
P -0.173 -1.510 -4.434
S 1.569 -2.277 -3.970
S -1.562 -0.937 -3.133
O -0.044 -0.288 -5.554
C 0.079 1.057 -5.165
C -0.592 1.966 -6.185
H -2.384 -2.072 -8.334
H -1.198 -3.343 -7.978
H -0.729 -1.648 -7.829
H -2.704 -3.123 -6.026
H -2.383 -1.371 -5.956
H 1.140 1.312 -5.072
H -0.396 1.206 -4.185
H -0.229 1.757 -7.188
H -0.363 2.996 -5.925
H -1.670 1.826 -6.179
Br -7.583 0.650 1.907
C -7.167 1.813 0.470
C -8.041 2.854 0.186
C -7.806 3.688 -0.881
C -6.670 3.485 -1.689
C -5.792 2.455 -1.392
C -6.018 1.604 -0.328
I -4.657 0.048 0.104
H -8.908 2.993 0.819
H -8.487 4.499 -1.097
H -6.486 4.130 -2.534
H -4.916 2.308 -2.006
```

***

Which of these has the highest relative energy (zero: lowest compared OMol25 entry of this formula, charge and spin)?
C32H37BaBrIN5O2PS3

***

Which value of F_max does entry 2 give?
3.88 eV Å⁻¹

***

relative energy (zero: lowest compared OMol25 entry of this formula, charge and spin) of number 1 (C32H36N9O5Sc)?
78.7 kJ/mol

***

The highest F_max belongs to which entry?
C32H37BaBrIN5O2PS3